Formula: C29H51Cl2O3PtS5Si2
Source: the Open Molecules 2025 dataset
Level of theory: ωB97M-V/def2-TZVPD

DFT total energy	-135265.10893	eV
spin multiplicity	1
charge	+1
largest force on an atom	0.0173	hartree/bohr
HOMO energy	-0.383	hartree

Each line ends with the Löwdin charge.
Geometry (Å):
Pt 0.40 0.53 -1.12  0.515
Cl 0.23 2.05 -3.34  0.721
C -1.42 1.55 -3.67  -0.627
C -2.22 2.48 -4.31  -0.121
C -3.53 2.14 -4.61  -0.029
C -4.04 0.89 -4.29  -0.078
C -3.22 -0.03 -3.66  -0.650
Cl -3.85 -1.60 -3.30  0.749
C -1.91 0.30 -3.32  -0.600
S -0.83 -0.92 -2.63  0.625
H -1.82 3.45 -4.57  0.086
H -4.16 2.87 -5.11  0.125
H -5.06 0.62 -4.54  0.117
C -2.84 5.09 -0.75  -0.507
C -3.12 3.74 -0.08  -0.523
S -1.74 2.58 0.12  0.791
C -0.70 3.40 1.34  -0.522
C 0.19 4.56 0.88  -0.493
S 1.19 4.22 -0.60  0.812
C 0.95 5.72 -1.58  -0.534
C -0.47 6.26 -1.76  -0.521
S -1.75 5.05 -2.20  0.862
H -2.40 5.78 -0.03  0.062
H -3.80 5.52 -1.06  0.073
H -3.86 3.18 -0.64  0.067
H -3.55 3.94 0.91  0.080
H -0.07 2.60 1.73  0.027
H -1.33 3.75 2.16  0.088
H 0.85 4.82 1.70  0.072
H -0.42 5.44 0.66  0.049
H 1.37 5.46 -2.55  0.067
H 1.56 6.52 -1.17  0.079
H -0.44 7.02 -2.55  0.074
H -0.80 6.78 -0.86  0.065
C 3.14 -2.48 -0.21  -0.019
C 2.39 -3.07 -1.39  -0.603
C 2.59 -2.25 -2.64  -0.029
C 2.75 -4.53 -1.62  -0.015
O 0.95 -3.04 -1.12  -0.147
Si -0.10 -2.86 0.05  0.018
S -1.18 -0.92 -0.54  0.466
O -1.22 -3.97 0.16  -0.107
C -2.20 -4.72 -0.62  -0.614
C -1.76 -4.76 -2.07  -0.020
C -3.53 -4.01 -0.45  -0.024
C -2.24 -6.11 -0.01  -0.015
O 0.50 -2.42 1.46  -0.118
C -0.02 -2.17 2.80  -0.605
C 1.12 -1.51 3.54  -0.020
C -1.21 -1.23 2.70  -0.038
C -0.42 -3.50 3.42  -0.011
H 4.21 -2.53 -0.41  0.102
H 2.94 -3.05 0.71  0.089
H 2.87 -1.44 -0.04  0.071
H 3.65 -2.24 -2.91  0.100
H 2.28 -1.21 -2.47  0.053
H 2.02 -2.66 -3.48  0.093
H 3.79 -4.62 -1.91  0.097
H 2.13 -4.96 -2.41  0.090
H 2.60 -5.11 -0.70  0.095
H -1.69 -3.76 -2.50  0.047
H -2.47 -5.33 -2.66  0.102
H -0.78 -5.24 -2.16  0.092
H -3.47 -2.97 -0.80  0.038
H -3.83 -4.00 0.60  0.096
H -4.31 -4.52 -1.02  0.099
H -1.28 -6.62 -0.15  0.094
H -3.02 -6.70 -0.49  0.098
H -2.45 -6.05 1.06  0.091
H 1.42 -0.60 3.03  0.056
H 1.98 -2.18 3.59  0.095
H 0.82 -1.27 4.56  0.102
H -0.94 -0.32 2.15  0.063
H -1.54 -0.93 3.69  0.103
H -2.06 -1.71 2.20  0.083
H 0.46 -4.14 3.54  0.097
H -1.15 -4.02 2.80  0.078
H -0.85 -3.33 4.41  0.099
C 2.21 2.43 4.10  -0.173
Si 3.34 1.88 2.72  0.417
C 4.38 0.42 3.23  -0.172
C 4.41 3.30 2.13  -0.178
C 2.26 1.38 1.31  -0.223
C 1.52 1.09 0.39  -0.357
H 2.77 2.60 5.03  0.038
H 1.45 1.68 4.31  0.023
H 1.71 3.37 3.84  0.023
H 5.19 0.73 3.89  0.037
H 4.82 -0.07 2.36  0.033
H 3.78 -0.33 3.76  0.014
H 5.08 3.64 2.92  0.036
H 3.79 4.14 1.82  0.021
H 5.01 3.00 1.28  0.037